DFT (ωB97M-V/def2-TZVPD) results for a structure of composition C13H5BrF10N2O5S2.

Computed properties:
lowest unoccupied orbital energy = -1.344 eV
highest occupied orbital energy = -9.70 eV
multiplicity = 1

Last column: Löwdin charge in e.
Geometry (Å):
1 F -3.432 -4.135 -2.107  0.08
2 N 4.674 3.058 0.837  -0.22
3 C 4.173 0.677 1.033  0.01
4 F -1.196 0.242 0.201  0.06
5 C -0.594 2.218 -0.980  -0.36
6 F 0.476 2.992 -0.696  0.14
7 C 3.212 -0.229 1.286  -0.11
8 F 0.913 0.469 -1.494  0.16
9 H 3.452 -1.280 1.275  0.10
10 O -1.677 -4.623 -0.769  0.14
11 C 1.872 0.162 1.577  -0.61
12 C -1.136 1.582 0.346  -0.44
13 N 2.363 3.787 1.294  -0.23
14 O -0.768 1.156 2.904  -0.30
15 C 3.833 2.043 1.055  -0.36
16 F -1.201 0.277 -3.950  0.19
17 O -2.031 -3.184 0.891  0.05
18 S -0.177 1.993 1.908  0.74
19 F -2.416 0.554 -2.171  0.17
20 F -1.530 2.995 -1.549  0.17
21 C -3.122 -3.020 -0.019  -0.04
22 C -1.195 0.219 -2.618  -0.51
23 F -0.944 -1.042 -2.249  0.17
24 H -4.052 -2.884 0.523  0.14
25 C 2.492 2.460 1.323  -0.33
26 C -0.096 1.184 -2.029  -0.33
27 F -2.371 2.045 0.601  0.13
28 O -0.096 -4.325 0.819  0.15
29 C -1.155 -4.070 0.361  -0.57
30 C 1.486 1.469 1.587  -0.25
31 C -3.055 -4.306 -0.818  -0.31
32 F 0.399 1.911 -3.054  0.16
33 H -3.625 -5.135 -0.395  0.17
34 S 3.798 4.384 0.968  1.06
35 Br 0.726 -1.276 1.930  0.97
36 H 5.187 0.381 0.811  0.13
37 H -2.935 -2.158 -0.661  0.13
38 O -0.251 3.408 2.032  -0.25

***

DFT (ωB97M-V/def2-TZVPD) results for a structure of composition C31H66Br6F8O17P4.

Computed properties:
lowest unoccupied orbital energy = -0.680 eV
highest occupied orbital energy = -10.33 eV
multiplicity = 1

Last column: Löwdin charge in e.
Geometry (Å):
1 H -0.144 -2.756 2.631  0.02
2 P 2.895 -4.448 4.195  0.51
3 H 0.117 -4.200 4.716  0.11
4 Br 0.701 -0.925 0.433  0.66
5 H 0.999 -3.081 -3.883  0.05
6 P 0.034 -1.150 -5.428  0.49
7 F 1.572 4.447 -0.948  0.08
8 C 0.845 1.010 0.144  -1.51
9 C 0.243 -4.509 3.678  -0.29
10 Br -4.355 3.339 0.018  0.57
11 C 0.399 4.742 -3.012  -0.35
12 H -1.829 -1.579 -3.524  0.09
13 H -0.086 -5.784 -0.504  0.12
14 F -0.506 3.812 -2.830  0.11
15 Br 1.505 1.866 1.748  0.64
16 C -3.129 4.756 0.550  -1.42
17 H 3.122 -2.714 -6.088  0.12
18 C -1.699 0.503 -2.909  -0.06
19 H 2.398 -4.154 -4.026  0.08
20 H -2.952 5.477 -0.248  -0.02
21 C -0.780 -6.740 -6.383  -0.05
22 C -0.703 8.951 -0.918  -0.31
23 H 2.853 -1.469 3.063  0.06
24 H -1.364 8.598 -1.709  0.17
25 H 1.413 7.128 4.825  0.08
26 C -0.701 -3.678 2.795  -0.05
27 H -4.307 -3.504 -2.730  0.12
28 C 2.461 -1.173 4.036  -0.08
29 O -1.594 -6.486 -4.089  -0.16
30 H -1.772 -7.015 -6.740  0.08
31 H -1.288 -4.869 -5.449  0.09
32 O -0.401 -5.126 -2.348  -0.23
33 C 0.411 6.850 0.063  -0.08
34 C -0.921 -5.856 -5.168  -0.29
35 H -4.371 -5.086 -3.458  0.11
36 H 2.795 -0.137 4.083  0.06
37 H 2.206 -7.997 3.671  0.08
38 H 0.017 3.594 -5.907  0.06
39 H -2.837 4.353 5.102  0.10
40 O 0.142 -0.799 -3.856  -0.21
41 H -1.657 -3.324 3.183  0.08
42 H -0.604 2.823 -7.338  0.07
43 Br -1.384 3.839 0.987  0.64
44 H -3.495 -2.721 -5.023  0.06
45 C -2.645 5.937 6.515  -0.05
46 F 1.980 6.260 -2.131  0.13
47 H -0.237 -7.642 -6.102  0.08
48 H 4.254 -2.037 4.842  0.11
49 O 0.697 4.647 4.097  -0.23
50 H -3.062 5.425 7.382  0.08
51 F -1.642 7.592 0.873  0.11
52 H 3.711 -7.378 3.037  0.07
53 H -1.965 0.952 -3.866  0.07
54 O -2.532 -4.287 -3.230  -0.20
55 O -2.577 -6.433 -1.680  -0.22
56 H 1.550 6.706 3.135  0.06
57 Br -3.792 5.763 2.162  0.57
58 F 1.317 4.135 -3.768  0.08
59 O -1.023 4.196 5.941  -0.19
60 C 3.207 -1.980 5.139  -0.24
61 F -1.346 10.073 -0.656  0.10
62 H -2.196 1.773 5.310  0.12
63 H -0.104 -5.540 3.745  0.12
64 O -0.965 2.691 3.890  -0.32
65 H -1.810 -0.440 3.910  0.07
66 H -0.564 0.424 3.090  0.02
67 Br 1.881 1.554 -1.448  0.66
68 H 2.728 4.487 3.866  0.12
69 C -4.096 -3.626 -4.935  -0.06
70 H -1.566 5.568 4.605  0.10
71 H 0.647 6.191 0.898  0.11
72 P 0.021 3.468 4.992  0.48
73 H 0.649 1.498 -4.804  0.10
74 H -0.853 -4.125 -0.674  0.11
75 H 4.446 -6.614 5.258  0.12
76 C 2.016 6.567 4.111  -0.05
77 C -0.372 2.650 -6.288  -0.06
78 O -0.015 6.082 -1.068  -0.03
79 C -1.082 -0.919 -3.083  -0.22
80 C 3.242 -7.786 3.933  -0.08
81 H -3.409 6.543 6.028  0.07
82 H 1.383 -1.335 4.008  0.06
83 H 2.044 -4.899 -1.578  0.08
84 H 1.559 -3.447 -6.281  0.11
85 C -3.887 -4.112 -3.531  -0.30
86 H 2.926 -7.354 5.990  0.12
87 H 2.185 4.910 5.478  0.11
88 O 2.538 -5.735 5.148  -0.19
89 H -0.914 -1.245 -2.056  0.07
90 C -1.090 0.367 4.043  -0.08
91 C 3.389 -6.853 5.140  -0.29
92 H 1.374 7.338 -0.084  0.14
93 H -0.012 -5.500 -4.682  0.10
94 F 0.443 9.359 -1.514  0.10
95 O -0.337 0.300 -6.019  -0.17
96 C -1.867 1.655 4.277  -0.27
97 O 2.646 -3.282 5.314  -0.20
98 C 1.021 5.360 -1.753  -0.48
99 O 1.597 -1.408 -5.750  -0.17
100 H 3.011 -1.472 6.083  0.12
101 O 1.001 2.582 5.667  -0.24
102 O -0.880 -2.248 -5.836  -0.22
103 C 2.026 -3.153 -4.243  -0.09
104 H 3.026 6.959 3.995  0.08
105 H -0.143 1.465 0.077  -0.08
106 H 1.353 1.317 -6.455  0.13
107 O 1.570 -4.324 3.262  -0.19
108 C -0.538 8.063 0.366  -0.50
109 H 1.398 -3.252 -1.304  0.03
110 H -0.159 -6.309 -7.168  0.08
111 F 0.054 8.769 1.300  0.16
112 H 3.822 -8.700 4.057  0.07
113 H -3.787 -4.358 -5.682  0.08
114 H -2.586 0.471 -2.276  0.08
115 H -0.043 5.478 -3.682  0.18
116 O 4.209 -4.421 3.521  -0.22
117 C 0.438 1.412 -5.870  -0.30
118 C 2.104 -2.703 -5.698  -0.28
119 C 1.390 -4.285 -0.959  -0.07
120 H 1.723 -4.304 0.079  0.07
121 C -2.049 5.035 5.423  -0.29
122 H -1.023 1.231 -2.459  0.03
123 H -2.777 1.619 3.680  0.12
124 P -1.896 -5.682 -2.746  0.45
125 H -0.453 0.095 4.885  0.08
126 H 2.670 -2.543 -3.611  0.09
127 H -1.795 6.582 6.741  0.08
128 C -0.055 -4.803 -0.978  -0.24
129 H -0.807 -4.154 1.820  0.06
130 H -1.394 2.626 -5.909  0.07
131 C 1.995 5.076 4.418  -0.29
132 H -5.145 -3.367 -5.078  0.08

***

DFT (ωB97M-V/def2-TZVPD) results for a cluster of 6 separate species, C17H40ClNO18P3S in total.

Computed properties:
ΔE to the lowest compared entry with this formula, charge and spin = 0.0 kcal per mole
net charge = -1
lowest unoccupied orbital energy = 2.359 eV
highest occupied orbital energy = -5.74 eV
multiplicity = 1

Last column: Löwdin charge in e.
Geometry (Å):
1 C -0.421 -0.938 2.229  -0.12
2 O 2.882 3.504 2.406  -0.22
3 O 1.210 0.925 -2.396  -0.39
4 O 0.369 4.343 2.786  -0.28
5 C 5.568 2.275 -4.025  -0.14
6 H -3.277 0.982 0.942  0.10
7 C -2.468 -3.068 -0.059  -0.09
8 H -1.464 -7.572 -2.619  0.08
9 H 3.980 0.388 -1.912  0.09
10 H 7.646 2.308 -3.316  0.08
11 H -3.068 -3.681 -0.732  0.09
12 O 0.226 1.839 -0.484  -0.37
13 C -3.727 -2.582 4.225  -0.16
14 O -0.682 -4.129 2.283  -0.24
15 P 0.864 -5.710 -1.508  0.51
16 O -2.808 -3.535 3.814  -0.20
17 O -2.895 -3.131 1.302  -0.22
18 C -2.994 2.929 0.242  -0.23
19 H 3.462 1.805 -3.826  0.14
20 H 3.011 -6.725 -3.728  0.09
21 H -0.286 4.895 0.081  0.08
22 H -5.520 1.319 -1.230  0.09
23 C -3.523 1.492 0.011  -0.17
24 H 5.547 2.830 -4.951  0.09
25 H -2.420 -2.050 -0.445  0.08
26 O -0.571 -5.740 -2.353  -0.26
27 H -5.674 1.093 0.469  0.08
28 H -3.767 -1.706 3.576  0.08
29 H -0.749 -0.106 1.605  0.08
30 O 0.820 -5.655 0.002  -0.25
31 Cl 0.641 0.590 -1.108  0.61
32 P -1.842 -3.199 2.524  0.53
33 O 1.545 -4.437 -2.250  -0.24
34 O 1.756 -0.059 -0.492  -0.37
35 C -5.094 1.635 -0.278  -0.17
36 O -0.468 -0.274 -1.248  -0.36
37 O -1.451 -1.633 2.830  -0.24
38 O 1.756 4.901 0.524  -0.23
39 H 2.483 5.618 4.927  0.09
40 C 1.955 -6.921 -3.542  -0.12
41 H -2.082 2.804 0.826  0.10
42 N 4.418 1.675 -3.526  0.02
43 H 0.834 -2.816 -1.112  0.07
44 C -4.072 3.758 0.954  -0.23
45 H -1.632 -6.912 -0.960  0.09
46 O 2.415 5.967 2.766  -0.23
47 H 0.172 -0.556 3.059  0.09
48 C 2.897 6.140 4.064  -0.14
49 H 1.641 1.733 2.704  0.07
50 P 1.708 4.633 2.135  0.53
51 H 0.217 -1.596 1.639  0.09
52 H 1.374 -2.363 -2.749  0.09
53 C -1.606 -6.670 -2.023  -0.12
54 H 6.718 0.347 -1.609  0.08
55 H -1.422 -3.370 -0.097  0.06
56 C 2.604 2.095 2.345  -0.10
57 O -5.541 4.154 -1.224  -0.32
58 H -2.671 3.351 -0.710  0.11
59 H 3.957 5.887 4.080  0.08
60 H -3.083 0.977 -0.843  0.10
61 O -6.733 3.528 0.886  -0.37
62 H -4.025 4.827 1.159  0.11
63 H -3.601 -2.223 5.246  0.09
64 H 0.588 6.520 0.184  0.09
65 C 6.651 1.902 -3.209  -0.13
66 C 0.889 -3.135 -2.153  -0.07
67 H -0.155 -3.191 -2.460  0.08
68 S -5.563 3.438 0.002  0.67
69 H -2.632 -6.323 -2.142  0.08
70 C 0.619 5.471 -0.112  -0.10
71 O 1.726 -6.938 -2.127  -0.21
72 H 0.940 5.377 -1.149  0.10
73 C 6.161 0.920 -2.335  -0.14
74 C 4.778 0.890 -2.439  -0.11
75 H 1.764 -7.813 -4.139  0.08
76 H 3.305 1.579 3.002  0.08
77 H 1.427 -6.111 -4.046  0.08
78 H -4.742 -2.979 4.251  0.08
79 H 2.839 7.211 4.259  0.08
80 H -4.313 3.394 1.953  0.10
81 H 2.679 1.601 1.377  0.07

***

DFT (ωB97M-V/def2-TZVPD) results for a cluster of 3 separate species, C17H26BrNO11P2 in total.

Computed properties:
SMILES = C=C[C@]1(P(C)CC)C(=O)N[C@H](P(=O)(O)O)[C@H]1CC(=O)Br.O=C1OCCO1.O=C1OCCO1
lowest unoccupied orbital energy = 0.391 eV
highest occupied orbital energy = -8.26 eV
multiplicity = 1

Last column: Löwdin charge in e.
Geometry (Å):
1 H -2.935 -0.207 -2.912  0.02
2 H 2.108 5.739 5.258  0.14
3 C 0.002 -7.223 1.901  -0.12
4 C -0.774 1.967 -0.655  -0.33
5 O -3.114 -1.664 1.157  0.02
6 C -1.226 -2.603 -1.223  0.05
7 C 2.771 5.335 4.499  -0.10
8 N 0.665 1.801 -0.796  0.09
9 O 2.455 4.673 1.180  0.15
10 H -1.067 -3.630 -0.972  0.05
11 P -1.184 3.292 0.518  0.44
12 H 0.652 -2.080 -0.569  0.11
13 P -0.511 0.142 -3.107  1.02
14 H -0.825 4.437 -1.232  0.08
15 C 2.029 -1.040 -3.492  -0.15
16 O -1.033 -7.635 1.003  0.06
17 H 2.703 -1.481 -4.212  0.07
18 C 3.661 6.379 3.859  -0.10
19 H 3.194 7.365 3.826  0.14
20 H 0.205 -2.007 -4.066  0.08
21 C -2.161 -0.523 -3.591  -0.27
22 C -1.256 0.542 -0.312  -0.24
23 H -2.159 -2.366 -1.690  0.05
24 O -1.886 -6.749 -0.883  0.17
25 Br -3.458 0.628 2.608  0.75
26 C -0.046 -5.715 1.778  -0.11
27 H 0.605 4.010 1.342  0.04
28 H -3.031 -0.521 -1.007  0.08
29 C -0.273 -1.722 -0.986  -0.13
30 H -0.204 -7.578 2.907  0.13
31 H -2.121 -1.600 -3.687  0.03
32 H 3.337 4.503 4.922  0.14
33 C 0.602 -0.997 -4.013  -0.42
34 H -0.836 0.329 0.670  0.16
35 C -2.746 0.218 -0.282  -0.13
36 O -0.968 4.661 -0.309  -0.10
37 H 0.951 -7.641 1.560  0.13
38 H 4.636 6.461 4.329  0.13
39 O 2.019 4.855 3.378  0.07
40 O -0.064 3.359 1.622  -0.10
41 O -0.535 -5.534 0.445  0.04
42 H -1.232 2.294 -1.586  0.10
43 H -3.358 1.104 -0.385  0.12
44 H 0.624 -0.607 -5.021  0.07
45 C -0.350 -0.261 -1.274  -0.44
46 O 2.014 -0.067 -0.521  0.10
47 H -2.401 -0.127 -4.568  0.03
48 H -0.750 -5.258 2.476  0.14
49 C 0.964 0.432 -0.837  -0.49
50 C -1.220 -6.651 0.090  -0.57
51 C -3.087 -0.459 1.041  -0.77
52 O -2.539 3.182 1.027  -0.29
53 H 1.235 2.190 -0.049  0.13
54 H 0.927 -5.244 1.893  0.13
55 C 2.729 5.099 2.260  -0.56
56 H 2.064 -1.633 -2.591  0.06
57 H 2.411 -0.060 -3.240  0.07
58 O 3.788 5.886 2.518  0.08

***

For the records above, the corresponding total energy values read -145666.353; -547183.451; -107846.491; -130685.656 eV.